Density functional theory data (ωB97M-V with the def2-TZVPD basis set) for the molecule C17H20N4O3S3 in a non-equilibrium geometry.

Values from the calculation:
LUMO energy, eV: -0.36
HOMO level, eV: -7.5
SMILES string: CS(=O)(=O)N1CCN(c2ccc(NC(=S)NC(=O)c3cccs3)cc2)CC1
Frontier orbital gap, eV: 7.19
Charge: 0

Geometry as XYZ:
```
47
C17H20N4O3S3 ωB97M-V with the def2-TZVPD basis set
C -7.61 -0.21 -0.80
H -7.34 -1.25 -0.64
H -8.68 -0.10 -0.77
H -7.22 0.17 -1.73
S -6.95 0.78 0.57
O -7.26 2.15 0.29
O -7.40 0.18 1.79
N -5.30 0.66 0.55
C -4.54 1.40 -0.42
H -5.20 2.18 -0.81
C -4.04 0.47 -1.54
N -3.33 -0.67 -1.00
C -1.96 -0.61 -0.76
C -1.21 0.57 -0.90
C 0.15 0.57 -0.72
C 0.84 -0.60 -0.39
C 0.11 -1.78 -0.26
C -1.25 -1.78 -0.45
H -1.78 -2.72 -0.37
H 0.61 -2.70 -0.02
N 2.22 -0.49 -0.22
C 3.16 -1.39 0.07
S 3.00 -3.02 0.32
N 4.46 -0.90 0.17
C 4.90 0.39 0.01
O 4.16 1.32 -0.26
C 6.34 0.57 0.18
C 7.35 -0.31 0.48
C 8.60 0.31 0.55
C 8.53 1.65 0.32
S 6.94 2.19 0.00
H 9.34 2.36 0.32
H 9.52 -0.21 0.77
H 7.21 -1.37 0.63
H 5.13 -1.62 0.38
H 2.59 0.46 -0.33
H 0.70 1.49 -0.82
H -1.69 1.50 -1.14
C -4.18 -1.43 -0.12
H -3.64 -2.29 0.29
C -4.68 -0.55 1.04
H -5.42 -1.07 1.65
H -3.83 -0.28 1.67
H -5.03 -1.81 -0.71
H -3.40 1.02 -2.23
H -4.89 0.08 -2.10
H -3.69 1.86 0.09
```